No. 1
Computed, not measured: an isolated ion of composition C24H28NO3 and charge +1 at a distorted geometry, with ωB97M-V/def2-TZVPD.

```
56
Properties=species:S:1:pos:R:3:forces:R:3:mulliken_charge:R:1
C -7.288 1.039 0.848 0.25 -0.54 -0.10 -0.804
O -6.676 -0.271 0.809 0.31 0.36 -0.24 -0.434
C -5.380 -0.395 0.419 0.60 0.16 0.13 0.812
C -4.813 -1.696 0.507 -1.15 0.88 0.06 -0.678
C -3.485 -1.882 0.223 0.99 0.06 -0.18 -0.589
C -2.623 -0.811 -0.134 -1.45 0.43 0.28 0.360
C -1.192 -1.030 -0.328 0.18 -0.01 0.13 -0.356
C -0.262 -0.065 -0.343 0.09 -0.03 0.36 -1.049
C 1.199 -0.315 -0.679 -1.49 0.02 -1.80 0.834
C 1.784 0.844 -1.551 -0.14 -0.40 0.11 -0.372
C 3.037 0.643 -2.152 -0.08 0.34 -0.04 -0.584
C 3.653 1.655 -2.875 -0.21 0.56 0.08 -0.819
C 3.036 2.923 -3.010 -0.43 -0.02 0.32 0.613
O 3.769 3.889 -3.626 -0.19 0.09 0.09 -0.435
C 3.317 5.265 -3.712 -0.03 -0.67 0.05 -0.794
C 1.733 3.097 -2.504 0.56 -0.15 -0.20 -0.795
C 1.115 2.053 -1.805 0.26 -0.19 0.22 -0.043
C 2.050 -0.617 0.522 0.85 -0.27 1.18 0.266
C 2.379 0.621 1.383 0.55 0.20 0.42 -1.054
C 2.097 0.296 2.864 -0.40 0.32 0.09 -0.650
C 1.704 -1.183 2.951 -0.31 0.74 0.34 -0.668
C 1.583 -1.678 1.568 2.21 -1.26 -0.68 -0.214
N 1.585 -3.003 1.330 -0.42 2.42 -0.31 -0.024
C 1.407 -4.013 2.316 -0.10 -0.77 2.32 0.591
C 1.216 -5.390 1.764 -0.06 -0.17 -0.10 -1.080
O 1.420 -3.773 3.510 -0.08 -0.07 -2.04 -0.499
C -3.223 0.468 -0.272 0.45 -0.93 0.07 -0.656
C -4.569 0.684 -0.009 -0.53 -0.30 0.24 -0.483
H -8.279 0.838 1.260 0.19 0.25 -0.12 0.241
H -6.730 1.726 1.502 -0.13 -0.27 -0.17 0.343
H -7.371 1.465 -0.164 0.01 -0.14 0.29 0.332
H -5.486 -2.503 0.816 0.42 0.23 -0.15 0.409
H -3.072 -2.895 0.296 -0.10 0.35 -0.01 0.299
H -0.906 -2.089 -0.435 0.01 0.44 -0.26 0.325
H -0.552 0.967 -0.119 0.05 -0.48 -0.05 0.549
H 1.168 -1.212 -1.329 0.25 0.25 0.21 0.614
H 3.534 -0.329 -2.065 -0.09 0.36 0.01 0.358
H 4.635 1.528 -3.315 -0.08 -0.08 0.02 0.427
H 4.176 5.803 -4.131 -0.35 -0.14 0.14 0.245
H 2.452 5.350 -4.388 0.25 -0.04 0.21 0.322
H 3.065 5.675 -2.722 0.09 -0.22 -0.25 0.338
H 1.209 4.044 -2.642 0.12 -0.30 0.02 0.430
H 0.090 2.215 -1.460 0.47 -0.03 -0.07 0.352
H 3.026 -1.015 0.151 -0.56 -0.09 0.24 0.772
H 3.449 0.843 1.295 -0.29 0.05 -0.24 0.357
H 1.849 1.521 1.060 -0.03 -0.30 -0.07 0.337
H 2.979 0.490 3.488 -0.37 -0.04 -0.16 0.281
H 1.273 0.907 3.241 0.21 0.01 -0.01 0.294
H 0.776 -1.354 3.518 0.25 -0.11 -0.05 0.441
H 2.491 -1.733 3.490 -0.42 -0.29 -0.31 0.406
H 1.743 -3.338 0.385 -0.26 0.21 -0.05 0.400
H 1.002 -5.400 0.693 0.04 -0.07 0.12 0.296
H 2.111 -5.986 1.972 -0.10 0.11 -0.07 0.310
H 0.389 -5.852 2.311 0.13 0.06 -0.11 0.356
H -2.599 1.291 -0.607 -0.20 0.01 0.04 0.400
H -4.996 1.688 -0.118 0.23 -0.49 0.04 0.371
```
Forces are in eV/Å.

calculated total energy = -1211.516381 hartree
SMILES = COc1ccc(/C=C/[C@@H](c2ccc(OC)cc2)[C@H]2CCC/C2=[NH+]\C(C)=O)cc1
total charge = +1
LUMO energy = -4.9 eV
highest occupied orbital energy = -0.377 Ha
ΔE to the lowest compared entry with this formula, charge and spin = 218.6 kJ/mol

=====

No. 2
Computed, not measured: C24H29AlClN2P2 as an isolated structure at a distorted geometry, with ωB97M-V/def2-TZVPD.

```
59
Properties=species:S:1:pos:R:3:forces:R:3:mulliken_charge:R:1
C 0.857 -4.702 1.685 -0.07 0.53 -0.94 -0.521
C 0.431 -3.922 0.615 0.52 0.20 0.42 0.090
C -0.887 -3.362 0.673 -0.98 0.99 -0.01 0.222
C -1.646 -3.432 1.896 0.92 0.11 -0.47 0.920
C -1.149 -4.222 2.966 0.54 -0.27 0.22 -0.853
C 0.046 -4.905 2.819 -0.55 0.26 0.49 -0.685
C -2.848 -2.711 1.916 -0.99 -1.39 0.51 -1.171
C -3.578 -2.559 0.747 0.60 0.05 -0.23 1.372
C -2.790 -2.586 -0.453 0.84 1.27 0.83 -0.771
C -3.430 -2.187 -1.671 -1.05 0.17 -0.42 0.690
C -4.812 -2.031 -1.726 1.50 -0.23 -0.21 -0.862
C -5.582 -2.086 -0.552 -0.10 -0.32 1.28 -0.470
C -4.979 -2.309 0.674 -0.69 0.47 -0.48 -1.069
H 1.849 -5.157 1.638 -0.32 0.04 0.03 0.399
H -1.742 -4.332 3.879 0.23 0.05 -0.34 0.438
H 0.406 -5.586 3.593 -0.21 0.30 -0.16 0.394
H -3.316 -2.486 2.866 -0.13 -0.20 0.15 0.489
H -5.291 -1.811 -2.683 0.22 0.11 0.32 0.410
H -6.653 -1.892 -0.624 0.28 -0.18 0.17 0.396
H -5.568 -2.302 1.597 0.23 0.00 -0.37 0.412
N -1.421 -2.657 -0.372 -0.18 -1.95 -0.81 -0.018
Al 0.221 -0.501 -0.212 -2.62 0.88 -0.53 0.147
C 1.382 -3.606 -0.547 -0.39 -0.52 0.14 -1.105
H 0.846 -3.686 -1.507 0.24 0.01 0.26 0.356
H 2.236 -4.304 -0.530 -0.37 0.14 -0.11 0.678
C -2.537 -1.635 -2.720 0.09 -0.45 0.57 -1.135
H -1.761 -2.351 -3.022 -0.21 0.28 0.08 0.395
H -3.059 -1.251 -3.606 0.06 -0.17 0.26 0.594
P 2.083 -1.914 -0.437 0.46 -0.77 0.31 1.204
P -1.692 -0.182 -1.879 1.81 -1.18 1.89 1.077
C -2.684 1.259 -2.398 0.26 0.41 -0.30 -1.393
H -2.147 2.192 -2.197 -0.28 -0.01 -0.19 0.494
H -2.936 1.190 -3.463 0.20 0.16 0.18 0.318
H -3.611 1.270 -1.809 0.35 -0.11 -0.17 0.396
C -0.293 -0.359 -3.149 -0.53 0.85 -1.99 -1.569
H -0.752 -0.359 -4.150 0.52 -0.02 -0.33 0.551
H 0.451 0.442 -3.117 -0.08 -0.12 -0.08 0.503
H 0.229 -1.321 -3.031 -0.41 0.16 0.34 0.242
C 3.049 -1.937 1.112 0.13 -0.07 0.06 -1.448
H 3.740 -2.794 1.114 -0.15 0.27 0.02 0.438
H 3.628 -1.007 1.214 -0.08 -0.37 -0.03 0.435
H 2.362 -2.026 1.965 0.17 0.01 -0.24 0.384
C 3.318 -1.764 -1.773 -0.04 0.01 -0.17 -1.252
H 3.857 -0.809 -1.678 -0.18 -0.27 -0.01 0.336
H 4.046 -2.589 -1.715 -0.29 0.27 0.04 0.441
H 2.821 -1.794 -2.754 0.15 0.03 0.32 0.355
H -2.446 -0.255 -0.536 -0.65 -0.07 -0.86 -0.257
H -0.334 -0.489 1.282 0.49 0.04 0.02 -0.438
Cl 4.970 2.053 0.142 0.05 0.09 0.24 -0.163
C 3.367 2.187 -0.465 -0.24 -0.03 0.17 0.087
C 3.091 3.074 -1.507 -0.59 -0.50 0.11 -0.389
C 1.791 3.070 -2.010 0.11 0.25 0.13 -0.765
C 0.861 2.163 -1.529 0.13 -0.78 0.20 0.066
N 1.182 1.223 -0.607 1.03 1.54 1.29 0.414
C 2.375 1.353 0.054 -0.19 0.18 -1.56 -0.934
H 3.864 3.729 -1.892 -0.11 -0.10 0.01 0.465
H 1.483 3.742 -2.804 0.12 0.03 0.18 0.449
H -0.161 2.141 -1.921 0.57 -0.18 0.16 0.318
H 2.559 0.734 0.933 -0.12 0.10 -0.38 0.895
```
Forces are in eV/Å.

calculated total energy = -2426.514599 hartree
total charge = +1
LUMO energy (spin up / spin down) = -3.5 / -3.5 eV
highest occupied orbital energy (spin up / spin down) = -0.314 / -0.313 Ha
ΔE to the lowest compared entry with this formula, charge and spin = 0.0 kJ/mol

=====

No. 3
Computed, not measured: C24H29BClF4GeN2O3Rb as an isolated structure at a distorted geometry, with ωB97M-V/def2-TZVPD.

```
66
Properties=species:S:1:pos:R:3:forces:R:3:mulliken_charge:R:1
Rb -0.375 -1.454 2.385 -0.44 0.54 1.04 0.650
N 0.987 -1.256 5.092 -0.17 0.01 -0.01 -0.416
C 1.996 -2.327 5.138 0.06 0.01 0.03 -0.584
C 3.287 -1.953 4.422 0.12 0.01 0.08 -0.733
C 3.238 -1.881 2.902 0.05 0.00 -0.04 -0.236
N 2.594 -0.656 2.402 -0.07 0.10 -0.13 -0.284
H 1.418 -0.360 5.289 0.04 -0.01 0.00 0.204
H 0.292 -1.406 5.814 0.03 -0.01 0.03 0.228
H 1.575 -3.218 4.667 0.00 0.02 0.00 0.206
H 2.250 -2.594 6.170 0.00 0.01 0.00 0.364
H 4.030 -2.710 4.689 -0.03 -0.02 -0.02 0.354
H 3.680 -1.012 4.832 -0.05 0.03 -0.02 0.314
H 2.672 -2.728 2.522 0.01 0.00 0.01 0.100
H 4.258 -1.988 2.514 0.01 0.03 0.03 0.362
H 2.496 -0.732 1.394 0.02 -0.05 0.00 0.013
H 3.193 0.147 2.563 0.02 -0.03 0.07 0.258
Ge 1.194 -0.646 -1.996 -0.36 -0.20 -0.13 0.648
C 1.716 0.618 -3.371 0.03 0.07 0.10 0.125
C 3.012 0.631 -3.876 0.10 0.00 0.01 -0.305
C 3.371 1.508 -4.893 -0.03 0.01 -0.01 -0.603
C 2.433 2.391 -5.405 -0.02 0.00 0.01 -0.374
C 1.135 2.391 -4.907 0.07 0.01 -0.04 -0.681
C 0.781 1.505 -3.903 -0.08 -0.01 -0.02 -0.213
C -0.240 -1.725 -2.748 0.05 -0.09 -0.09 0.587
C -1.589 -1.773 -2.413 0.00 0.08 0.17 0.018
C -2.476 -2.533 -3.165 0.00 -0.02 -0.02 -0.690
C -2.034 -3.263 -4.257 0.04 0.04 0.04 -0.465
C -0.689 -3.233 -4.598 -0.09 -0.01 0.02 -0.642
C 0.191 -2.468 -3.851 0.15 0.00 -0.07 -0.791
H 2.410 -1.408 -1.485 -0.01 0.00 0.05 -0.137
H 3.760 -0.048 -3.480 -0.02 -0.01 0.02 0.342
H 4.380 1.503 -5.282 0.01 0.00 0.01 0.387
H 2.709 3.077 -6.196 0.00 0.00 0.00 0.379
H 0.401 3.076 -5.312 -0.01 0.00 0.01 0.390
H -0.243 1.499 -3.544 0.01 -0.02 0.02 0.344
H -1.956 -1.236 -1.551 0.02 0.01 0.00 0.392
H -3.521 -2.555 -2.883 0.00 -0.01 -0.01 0.404
H -2.732 -3.854 -4.836 0.01 -0.01 0.00 0.379
H -0.325 -3.802 -5.443 0.00 0.00 0.00 0.396
H 1.236 -2.457 -4.152 0.00 0.04 0.04 0.333
F 1.041 -4.850 0.367 0.06 0.00 -0.04 -0.290
B 0.527 -3.763 1.016 0.23 -0.40 -0.20 0.303
F 1.204 -2.553 0.600 -0.02 -0.25 -0.27 -0.247
F 0.715 -3.854 2.427 0.10 -0.27 -0.08 -0.308
F -0.845 -3.591 0.786 -0.03 -0.01 -0.14 -0.350
C -3.036 3.108 3.705 0.01 -0.03 0.08 -1.277
C -3.349 3.252 2.246 0.01 -0.01 -0.08 0.921
C -4.491 3.903 1.808 0.02 -0.03 -0.02 -0.831
C -4.752 4.032 0.451 -0.05 0.03 0.01 0.226
Cl -6.187 4.870 -0.064 -0.01 0.00 0.00 -0.232
C -3.895 3.505 -0.490 0.04 -0.03 0.00 -1.034
C -2.748 2.843 -0.068 -0.04 0.06 0.01 -0.291
C -2.475 2.733 1.286 0.01 -0.09 -0.01 0.513
O -1.360 2.107 1.786 0.07 0.15 0.06 -0.436
C -0.260 1.943 0.931 0.03 0.01 -0.09 -0.785
C -0.334 0.653 0.128 0.16 0.10 -0.04 0.990
O 0.741 0.492 -0.601 0.16 0.17 -0.15 -0.580
O -1.260 -0.114 0.226 -0.22 0.10 -0.32 -0.584
H -3.853 3.492 4.313 0.01 0.02 0.00 0.398
H -2.124 3.648 3.965 0.00 0.01 -0.01 0.284
H -2.869 2.063 3.971 -0.01 0.00 -0.01 0.267
H -5.184 4.320 2.527 0.00 0.00 0.01 0.374
H -4.119 3.599 -1.543 0.00 0.00 0.00 0.429
H -2.095 2.405 -0.810 0.01 0.00 0.00 0.554
H 0.635 1.910 1.555 0.00 -0.07 0.00 0.470
H -0.140 2.778 0.234 -0.03 0.03 0.04 0.492
```
Forces are in eV/Å.

calculated total energy = -4253.002783 hartree
LUMO energy = -0.1 eV
highest occupied orbital energy = -0.321 Ha
ΔE to the lowest compared entry with this formula, charge and spin = 59.3 kJ/mol